Entry from the OMol25 dataset: 17 unconnected molecules or ions with the total composition C25H81FN6O16PS2 in a non-equilibrium geometry (ωB97M-V/def2-TZVPD).

Output
**HOMO-LUMO gap**: 6.65 eV
**Total charge**: +1
**2S+1**: 1
**E_LUMO**: -2.92 eV

Each line ends with the Mulliken charge.
Atoms and positions in Å:
S1 -3.605 -3.478 5.178  -0.392
S2 -3.767 -4.779 -1.166  -0.089
P1 -3.994 -3.530 3.296  0.264
F1 -2.828 1.289 2.931  -0.427
O1 -2.343 -2.749 -5.432  -0.612
O2 0.855 0.477 -4.607  -0.594
O3 3.069 0.330 6.609  -0.661
O4 2.882 6.353 -2.324  -0.574
O5 -5.995 1.449 4.127  -0.632
O6 1.312 8.385 -3.537  -0.624
O7 5.795 -2.744 -0.554  -0.579
O8 -7.088 4.058 2.293  -0.612
O9 -2.687 4.683 3.180  -0.666
O10 -3.915 -6.872 5.100  -0.633
O11 4.935 0.999 -7.187  -0.628
O12 3.523 1.999 -4.819  -0.569
O13 -0.236 -4.511 -7.248  -0.596
O14 2.892 -1.559 -5.068  -0.593
O15 -4.425 4.444 0.877  -0.653
O16 -0.514 -4.588 -3.924  -0.588
N1 -3.261 -4.347 0.414  0.068
N2 -2.682 -3.009 2.235  -0.138
N3 4.042 2.554 1.304  0.314
N4 -5.085 0.128 0.163  -0.569
N5 -2.979 -1.997 0.171  0.874
N6 1.471 -0.110 3.647  -0.436
C1 2.710 -0.514 -1.488  -1.043
C2 2.799 3.300 1.219  -0.228
C3 2.612 4.047 -0.110  -0.878
C4 4.118 1.191 1.414  -0.158
C5 1.836 0.735 -1.276  0.345
C6 2.570 2.011 -1.674  0.063
C7 -2.131 -1.901 -1.048  -2.293
C8 -4.556 -0.586 1.316  -1.755
C9 -2.373 0.428 0.703  -0.602
C10 -0.970 -1.279 2.728  0.246
C11 -0.632 -1.952 -0.790  2.009
C12 -0.618 -1.296 4.221  -1.172
C13 1.854 3.288 -1.182  -1.001
C14 0.326 -0.137 4.547  -1.077
C15 -2.793 1.594 1.571  -1.151
C16 -2.979 -3.129 0.873  -0.362
C17 -3.020 -0.867 1.159  1.586
C18 -0.145 -3.408 -0.749  -0.251
C19 5.312 3.059 1.291  -0.453
C20 2.364 -2.959 -0.710  -1.530
C21 6.206 2.005 1.389  -0.874
C22 2.709 -1.516 -0.318  0.212
C23 1.169 -3.617 -0.018  -1.156
C24 5.447 0.818 1.464  -0.982
C25 -2.460 -1.505 2.428  -0.623
H1 -2.641 0.678 -0.314  0.751
H2 -4.296 -4.820 2.852  0.100
H3 -5.058 1.243 4.205  0.310
H4 -0.075 -2.210 4.433  0.340
H5 -5.042 -1.556 1.368  0.598
H6 -5.469 -0.515 -0.511  0.225
H7 0.656 -0.266 5.576  0.637
H8 -0.411 -5.164 -4.692  0.283
H9 0.452 8.708 -3.251  0.309
H10 -3.183 -7.104 5.679  0.317
H11 -2.992 4.962 4.050  0.334
H12 -1.429 -2.458 -5.317  0.303
H13 -2.413 -0.986 -1.553  0.432
H14 -5.819 0.761 0.441  0.249
H15 2.089 -1.152 0.499  -0.387
H16 -2.704 3.719 3.238  0.321
H17 2.121 -0.863 3.811  0.237
H18 0.609 1.357 -4.312  0.271
H19 -0.578 -0.389 2.259  0.079
H20 -3.930 -5.907 5.103  0.258
H21 0.026 -3.682 -1.782  0.465
H22 4.031 1.094 -7.506  0.322
H23 -6.378 4.460 1.774  0.340
H24 3.239 2.916 -4.895  0.269
H25 1.120 7.734 -4.217  0.314
H26 -4.769 -0.070 2.242  0.673
H27 -0.155 -1.449 -1.625  0.591
H28 -1.465 -4.579 -3.772  0.278
H29 -4.739 -3.862 -1.272  0.182
H30 -2.873 -1.992 -5.168  0.287
H31 -0.866 -3.858 -6.927  0.315
H32 3.590 4.353 -0.460  0.304
H33 2.022 2.554 1.338  -0.101
H34 3.215 0.618 1.457  0.425
H35 -0.202 -4.365 -8.198  0.294
H36 5.518 4.108 1.220  0.494
H37 2.731 3.993 2.050  0.522
H38 -0.446 -2.108 2.263  -0.410
H39 2.264 -3.067 -1.786  0.470
H40 -3.173 -5.115 1.057  0.357
H41 3.717 -0.172 -1.695  0.640
H42 -4.417 5.388 0.688  0.266
H43 -0.923 -4.070 -0.375  0.126
H44 -3.770 1.964 1.286  0.471
H45 2.583 0.029 5.835  0.402
H46 -7.827 4.669 2.230  0.302
H47 -5.116 -2.768 2.970  0.079
H48 -0.235 0.786 4.446  0.173
H49 1.992 -1.492 -5.404  0.284
H50 -1.501 -1.211 4.841  0.438
H51 7.275 2.059 1.419  0.461
H52 1.723 3.974 -2.013  0.543
H53 2.642 7.248 -2.063  0.306
H54 3.591 2.004 -1.316  0.694
H55 1.557 0.787 -0.225  -0.610
H56 1.826 0.501 -4.634  0.313
H57 2.749 -0.224 7.328  0.314
H58 1.353 -4.686 0.012  0.551
H59 -0.313 -1.407 0.093  -1.133
H60 6.476 -3.130 0.005  0.290
H61 -3.711 4.332 1.519  0.390
H62 -2.998 -1.168 3.308  1.032
H63 6.113 -1.853 -0.736  0.294
H64 4.292 1.937 -5.401  0.274
H65 1.141 -3.259 1.010  0.076
H66 0.939 0.660 -1.883  0.647
H67 2.566 2.038 -2.759  -0.441
H68 -6.036 2.284 3.642  0.330
H69 3.839 6.375 -2.415  0.279
H70 1.942 0.780 3.643  0.241
H71 -1.291 0.389 0.711  -0.513
H72 5.477 1.006 -7.981  0.293
H73 2.382 -1.045 -2.375  0.187
H74 2.073 4.964 0.112  0.379
H75 3.718 -1.547 0.070  0.745
H76 3.447 -1.557 -5.854  0.279
H77 3.228 -3.548 -0.423  0.444
H78 0.856 3.037 -0.825  0.184
H79 -2.366 -2.703 -1.733  0.511
H80 -2.097 2.411 1.422  0.968
H81 5.799 -0.191 1.541  0.601

***

Entry from the OMol25 dataset: a molecular structure, C26H17N5O5SeW in a non-equilibrium geometry (ωB97M-V/def2-TZVPD).

Output
**HOMO-LUMO gap (alpha / beta)**: 5.11 / 6.15 eV
**2S+1**: 3
**Energy above the lowest of the compared OMol25 structures with the same formula, charge and spin**: 22.6 kcal per mole
**E_LUMO (alpha / beta)**: -1.59 / -1.76 eV

Each line ends with the natural charge from an NBO analysis.
Atoms and positions in Å:
W1 -0.135 -0.388 -0.016  1.777
Se1 2.161 -1.168 -4.250  -0.092
O1 3.461 0.013 1.872  -0.573
O2 -1.252 2.743 -2.497  -0.571
O3 3.849 4.017 -1.709  -0.627
O4 -1.182 0.960 -1.135  -0.744
O5 1.372 -0.518 1.191  -0.722
N1 0.342 -2.557 0.098  -0.432
N2 1.058 1.288 -0.325  -0.457
N3 0.658 -0.838 -1.818  -0.693
N4 -1.961 -1.504 -0.594  -0.435
N5 0.710 6.320 2.182  -0.328
C1 2.313 1.325 0.221  0.119
C2 0.375 5.224 2.133  0.283
C3 1.277 -0.968 -2.824  0.144
C4 3.268 2.245 -0.194  -0.276
C5 -4.294 -1.647 -1.179  -0.221
C6 -0.634 -3.453 -0.313  0.178
C7 -1.169 3.530 1.330  -0.154
C8 -0.878 1.190 1.943  -0.026
C9 1.605 -3.038 0.188  0.088
C10 -1.592 2.222 1.283  -0.221
C11 -0.326 -4.813 -0.543  -0.208
C12 0.214 1.581 2.756  -0.178
C13 2.955 3.155 -1.196  0.364
C14 -0.670 2.020 -1.725  0.777
C15 -0.039 3.879 2.080  -0.231
C16 -4.269 -3.051 -1.074  -0.140
C17 2.477 0.234 1.189  0.748
C18 -3.147 -0.944 -0.919  0.081
C19 1.958 -4.334 -0.072  -0.223
C20 0.632 2.891 2.811  -0.176
C21 0.959 -5.259 -0.437  -0.136
C22 1.642 3.151 -1.724  -0.200
C23 0.750 2.218 -1.269  0.114
C24 -1.916 -2.891 -0.560  0.179
C25 -3.084 -3.659 -0.771  -0.212
C26 -1.315 -0.220 1.858  -0.777
H1 0.726 0.831 3.348  0.218
H2 -0.967 -0.785 2.737  0.222
H3 -2.500 1.979 0.741  0.220
H4 -2.414 -0.288 1.818  0.210
H5 -3.153 0.140 -0.988  0.252
H6 4.247 2.207 0.260  0.246
H7 4.714 3.878 -1.304  0.492
H8 -5.164 -3.629 -1.237  0.230
H9 1.357 3.857 -2.485  0.258
H10 1.469 3.168 3.435  0.227
H11 -3.034 -4.732 -0.681  0.225
H12 -1.110 -5.488 -0.848  0.224
H13 2.367 -2.332 0.509  0.241
H14 2.987 -4.641 -0.001  0.238
H15 -5.195 -1.131 -1.459  0.236
H16 1.210 -6.289 -0.636  0.230
H17 -1.714 4.300 0.804  0.230

***

Entry from the OMol25 dataset: a molecular structure, C26H18BrCl2MoN4O2S4Te in a non-equilibrium geometry (ωB97M-V/def2-TZVPD).

Output
**HOMO-LUMO gap (alpha / beta)**: 5.33 / 4.21 eV
**Total charge**: +1
**2S+1**: 3
**E_LUMO (alpha / beta)**: -4.74 / -5.87 eV

Each line ends with the natural charge from an NBO analysis.
Atoms and positions in Å:
Te1 -2.885 2.328 -0.959  0.605
Mo1 -0.959 0.412 -0.946  0.904
Br1 -5.633 0.833 4.657  0.119
Cl1 -1.188 -3.061 -3.893  0.035
Cl2 -1.204 -0.728 -5.652  0.036
S1 -3.619 1.507 -4.184  0.467
S2 0.867 -0.878 2.470  0.361
S3 3.188 -1.127 4.351  -0.103
S4 -0.185 -1.753 -0.285  0.069
O1 -2.412 -0.942 -1.975  -0.613
O2 -0.998 0.306 -3.042  -0.663
N1 -0.846 1.179 0.946  -0.468
N2 0.710 1.506 -0.942  -0.455
N3 2.110 -2.451 0.882  -0.233
N4 2.863 -2.376 1.983  -0.259
C1 3.997 -3.224 2.037  0.192
C2 1.121 2.112 0.219  0.110
C3 1.045 -1.747 0.931  -0.149
C4 2.422 -1.550 2.961  -0.123
C5 -3.880 2.509 -2.787  -0.551
C6 -4.846 2.336 -5.043  -0.359
C7 3.031 3.074 -0.865  -0.144
C8 -2.677 -0.060 1.905  -0.214
C9 -4.101 0.938 3.549  -0.057
C10 0.210 1.920 1.261  0.086
C11 5.463 -4.720 3.189  -0.196
C12 -3.757 -0.151 2.757  -0.219
C13 -2.275 2.199 2.661  -0.235
C14 2.620 2.427 -2.046  -0.201
C15 -4.870 3.434 -3.024  -0.220
C16 2.293 2.896 0.273  -0.176
C17 -1.918 1.115 1.847  0.159
C18 -1.977 -1.502 -4.272  -0.322
C19 5.678 -4.409 0.814  -0.200
C20 6.088 -5.021 1.989  -0.196
C21 1.479 1.672 -2.038  0.043
C22 -1.802 -0.655 -3.023  0.763
C23 -3.359 2.111 3.508  -0.208
C24 -5.417 3.334 -4.310  -0.255
C25 4.411 -3.820 3.223  -0.229
C26 4.634 -3.505 0.833  -0.231
H1 -4.343 -1.055 2.807  0.248
H2 -3.028 -1.695 -4.492  0.264
H3 0.326 2.380 2.232  0.238
H4 -5.178 4.150 -2.281  0.239
H5 -6.198 3.974 -4.680  0.246
H6 2.563 3.357 1.210  0.246
H7 3.913 -3.600 4.155  0.244
H8 -1.739 3.134 2.602  0.227
H9 3.913 3.694 -0.864  0.245
H10 3.194 2.523 -2.952  0.249
H11 -3.651 2.953 4.116  0.246
H12 6.167 -4.636 -0.121  0.222
H13 6.901 -5.731 1.972  0.222
H14 1.137 1.164 -2.934  0.243
H15 4.296 -3.015 -0.068  0.230
H16 -5.070 2.044 -6.049  0.254
H17 -2.410 -0.909 1.282  0.246
H18 5.784 -5.198 4.104  0.225